# C8H10N2O4Si

A gas-phase ion, C8H10N2O4Si (charge -2) at a distorted geometry (ωB97M-V/def2-TZVPD, the OMol25 dataset).

Each atom is followed by the atoms it is bonded to, with distances in Å.
Element x y z (Å)
1 Si 0.629 0.070 -0.147  O5 1.997, N6 1.686, C9 1.989, C10 2.053, C11 2.020
2 O 4.055 3.526 -4.005  C12 1.262
3 O 2.527 2.161 -5.084  C12 1.261
4 O 4.413 0.212 -1.438  C14 1.218
5 O 2.582 -0.250 -0.411  Si1 1.997, C14 1.240
6 N 0.860 1.434 -1.111  Si1 1.686, C8 1.710, C13 1.332
7 N 0.933 2.877 -2.809  C13 1.297, C15 1.402
8 C 2.433 1.511 -1.776  N6 1.710, C14 1.458, C15 1.376
9 C 0.772 -0.001 1.836  Si1 1.989, H19 1.123, H23 1.117, H24 1.044
10 C 0.264 -1.541 -1.365  Si1 2.053, H17 1.178, H20 1.167, H22 1.087
11 C -1.317 0.546 0.111  Si1 2.020, H18 1.168, H21 1.140, H25 1.122
12 C 3.087 2.722 -4.103  O2 1.262, O3 1.261, C15 1.564
13 C 0.222 2.310 -1.885  N6 1.332, N7 1.297, H16 1.049
14 C 3.230 0.418 -1.230  O4 1.218, O5 1.240, C8 1.458
15 C 2.233 2.354 -2.845  N7 1.402, C8 1.376, C12 1.564
16 H -0.822 2.351 -1.782  C13 1.049
17 H -0.589 -2.316 -1.116  C10 1.178
18 H -1.336 1.619 0.571  C11 1.168
19 H 0.213 -0.855 2.302  C9 1.123
20 H 0.008 -1.062 -2.398  C10 1.167
21 H -1.687 -0.179 0.909  C11 1.140
22 H 1.136 -2.187 -1.305  C10 1.087
23 H 1.837 -0.157 2.134  C9 1.117
24 H 0.413 0.939 2.119  C9 1.044
25 H -2.049 0.470 -0.736  C11 1.122

Summary:
DFT total energy   -1010.853359 a.u.
Strongest force on any atom   6.19 eV/A
Charge   -2
Orbital gap   7.30 eV